{
  "formula": "C5H7NO",
  "method": "ωB97M-V with the def2-TZVPD basis set",
  "symbols": ["C", "C", "C", "N", "C", "O", "C", "H", "H", "H", "H", "H", "H", "H"],
  "positions_angstrom": [[1.15571, -1.33923, -0.87836], [-0.26177, -0.82869, -0.67520], [-0.71999, -0.55445, 0.71785], [-0.47401, -0.86558, 2.07766], [-0.55286, 0.49779, -0.02349], [0.09782, 0.08715, 2.57392], [-0.63875, 1.95222, -0.19406], [1.82911, -1.01229, -0.07592], [1.14578, -2.43576, -0.86828], [1.56825, -1.01356, -1.83717], [-0.95925, -1.13815, -1.45367], [-0.41151, 2.49839, 0.72584], [-1.67522, 2.17250, -0.47498], [0.01212, 2.28092, -1.00528]],
  "mulliken_charge": [-1.20, -0.04, 0.07, -0.14, 0.45, -0.28, -1.03, 0.32, 0.32, 0.35, 0.31, 0.29, 0.29, 0.31],
  "e_above_lowest_kcal_mol": 126.0,
  "homo_lumo_gap_ha": [0.31817, 0.31805],
  "spin_multiplicity": 1,
  "total_energy_ev": -8830.7386
}